(1)
Density functional theory data (ωB97M-V/def2-TZVPD) for an isolated molecule of C3H2N2O in a non-equilibrium geometry.

Output
E in eV: -8167.2180

Geometry as XYZ:
```
8
Properties=species:S:1:pos:R:3:forces:R:3:mulliken_charge:R:1
O 0.98334 -2.40615 -0.39115 0.26 -0.55 -0.60 -0.327
N 0.89323 -0.36517 0.78248 1.39 -0.85 0.43 -0.384
C -0.77063 0.66712 -0.53343 -0.35 2.61 1.70 0.283
H -1.39177 1.63031 -0.50464 0.28 -1.33 -0.82 0.275
C 0.90983 -1.33153 0.01241 0.04 -0.53 0.83 0.625
H 0.07252 1.40717 1.31777 -0.07 2.43 2.48 0.485
C 0.16144 0.71138 0.60300 -1.29 -1.65 -3.44 -0.416
N -0.85796 -0.31314 -1.28644 -0.25 -0.14 -0.57 -0.540
```
Forces are in eV/Å.



(2)
Density functional theory data (ωB97M-V/def2-TZVPD) for an isolated molecule of C3H2N2O2 in a non-equilibrium geometry.

Output
SMILES: N#C/C(C=O)=N/O
E in eV: -10214.1725

Geometry as XYZ:
```
9
Properties=species:S:1:pos:R:3:forces:R:3:mulliken_charge:R:1
N 0.75857 0.60941 -0.64336 -0.89 -3.22 1.81 -0.314
N 1.36152 -2.71081 -0.06272 0.99 -1.90 -0.02 -0.340
H -1.21839 1.04267 0.60720 -1.01 -0.25 1.02 0.434
C 0.15039 -0.33971 0.07654 5.12 -0.49 -2.51 0.505
O 0.09965 1.79956 -0.63185 4.44 2.23 -2.07 -0.358
H 0.96113 2.33549 -1.05461 -3.89 -1.24 1.51 0.425
O -1.89489 -0.97972 0.94063 2.85 3.99 -0.27 -0.481
C -1.06027 -0.03987 0.68503 -5.24 -3.65 0.77 0.007
C 0.84230 -1.71704 0.08315 -2.37 4.52 -0.23 0.123
```
Forces are in eV/Å.



(3)
Density functional theory data (ωB97M-V/def2-TZVPD) for an isolated molecule of C3H2N2O2S in a non-equilibrium geometry.

Output
SMILES: O=c1nc(S)nco1
E in eV: -21053.3867

Geometry as XYZ:
```
10
Properties=species:S:1:pos:R:3:forces:R:3:mulliken_charge:R:1
O -1.00246 1.85531 1.67772 0.39 0.33 -0.55 -0.469
N 0.30127 1.06165 -0.11462 -1.05 0.41 0.80 -0.475
C -0.70105 -1.32512 0.58426 1.13 -0.21 -1.81 0.210
C -0.58495 1.01270 0.95798 0.45 -0.29 -0.10 0.468
N 0.05621 -1.26219 -0.49306 -1.49 -1.02 1.34 -0.502
H -1.04794 -2.30698 0.90114 -0.09 0.25 0.15 0.409
C 0.49894 -0.02542 -0.80245 0.40 0.58 0.56 0.694
S 1.53638 0.02616 -2.20024 0.54 1.17 0.46 -0.229
O -1.07625 -0.31571 1.31647 0.21 -0.19 -0.27 -0.302
H 2.01986 1.27960 -1.82720 -0.47 -1.03 -0.58 0.195
```
Forces are in eV/Å.



(4)
Density functional theory data (ωB97M-V/def2-TZVPD) for a cluster of 2 separate species, C3H2N2O3 in total in a non-equilibrium geometry.

Output
E in eV: -12263.5895

Geometry as XYZ:
```
10
Properties=species:S:1:pos:R:3:forces:R:3:mulliken_charge:R:1
C -2.75145 -0.16358 0.11291 -0.44 0.07 0.03 0.823
N -0.39557 -0.48467 -0.10130 -1.45 -1.21 -0.35 -0.536
N 0.21714 0.58164 -0.05461 1.39 2.69 -0.18 0.320
O 1.34104 -1.86946 0.46345 0.40 -0.14 0.12 -0.526
O -3.00388 -0.96542 -0.66558 -0.45 -1.19 -1.06 -0.392
C 0.19227 -1.68898 0.15526 0.34 -0.21 0.04 0.074
C 0.57436 1.68183 -0.12601 -0.31 -1.93 0.27 -0.245
H 1.00013 2.63556 -0.07966 0.27 0.73 0.03 0.553
O -2.63242 0.66215 0.90189 0.15 1.20 1.07 -0.415
H -0.55013 -2.49133 0.03487 0.10 -0.01 0.03 0.343
```
Forces are in eV/Å.



(5)
Density functional theory data (ωB97M-V/def2-TZVPD) for an isolated molecule of C3H2N2O3 in a non-equilibrium geometry.

Output
SMILES: [H]/N=c1/ncoc(=O)o1
E in eV: -12264.0635

Geometry as XYZ:
```
10
Properties=species:S:1:pos:R:3:forces:R:3:mulliken_charge:R:1
C -0.33469 0.29383 -1.05140 2.15 1.10 3.67 0.502
N 0.31084 -0.90243 -1.13626 0.09 -3.76 4.34 -0.387
O 0.12670 -0.92779 1.34072 0.68 0.59 -0.30 -0.306
C 0.17688 0.48807 1.45780 1.77 2.52 -2.79 0.693
C 0.43590 -1.50398 0.05567 -0.70 1.36 -1.36 0.179
H -1.07395 1.85623 -1.53794 -0.79 1.87 0.66 0.321
O -0.05863 1.03247 0.20245 -0.42 -0.91 0.79 -0.355
N -0.88676 0.96677 -1.88423 -0.96 -0.87 -3.50 -0.532
O 0.57583 1.29080 2.28491 -1.58 -3.88 -0.72 -0.457
H 0.72788 -2.59396 0.26828 -0.24 1.97 -0.79 0.342
```
Forces are in eV/Å.



(6)
Density functional theory data (ωB97M-V/def2-TZVPD) for an isolated molecule of C3H2N2OS in a non-equilibrium geometry.

Output
SMILES: S=Cc1cnno1
E in eV: -19002.5024

Geometry as XYZ:
```
9
Properties=species:S:1:pos:R:3:forces:R:3:mulliken_charge:R:1
H -1.61402 -1.81700 0.08361 1.63 1.48 -0.42 0.286
S -2.57366 0.24432 -0.16233 0.93 -0.19 -0.19 -0.196
N 1.76713 1.00737 -0.15904 1.22 -3.10 -0.73 -0.276
H -0.05692 1.90720 0.49649 0.21 -1.15 -1.39 0.330
O 1.09007 -1.08936 0.00690 0.58 0.50 -1.76 -0.089
C 0.43998 1.00808 0.04134 0.21 2.76 1.68 -0.072
C -1.25355 -0.72892 -0.06203 -3.61 -1.84 1.24 -0.423
N 2.11589 -0.25919 -0.28653 2.94 2.26 0.86 -0.130
C 0.08508 -0.27249 0.04159 -4.11 -0.72 0.71 0.569
```
Forces are in eV/Å.



(7)
Density functional theory data (ωB97M-V/def2-TZVPD) for an isolated molecule of C3H2N2OS2 in a non-equilibrium geometry.

Output
SMILES: N#CC(=S)C(=S)NO
E in eV: -29838.1934

Geometry as XYZ:
```
10
Properties=species:S:1:pos:R:3:forces:R:3:mulliken_charge:R:1
N 1.04573 -0.90091 0.04497 1.55 -3.09 1.38 -0.043
C 0.32396 0.19102 0.01159 -1.04 1.20 -0.51 0.331
H 0.82530 -1.91064 0.42110 -0.19 2.99 -1.22 0.304
N -2.92996 1.90516 0.12678 0.89 -0.70 -0.16 -0.353
C -2.08948 1.11468 0.02344 0.38 0.19 0.22 0.021
C -1.16741 -0.04165 -0.04264 -1.47 0.15 0.14 0.337
S -1.97407 -1.45586 -0.18219 0.98 0.33 0.08 -0.173
H 2.58824 0.14902 -0.26780 -0.16 -1.17 0.55 0.298
O 2.44324 -0.80612 0.05278 -0.70 1.45 -0.61 -0.350
S 0.93445 1.75531 -0.18804 -0.24 -1.37 0.14 -0.371
```
Forces are in eV/Å.



(8)
Density functional theory data (ωB97M-V/def2-TZVPD) for an isolated molecule of C3H2N2S in a non-equilibrium geometry.

Output
SMILES: N#CC(S)C#N
E in eV: -16956.9536

Geometry as XYZ:
```
8
Properties=species:S:1:pos:R:3:forces:R:3:mulliken_charge:R:1
C 0.60262 -0.94455 -0.65490 1.87 -3.24 -3.53 0.111
H 0.78531 -0.17118 1.07825 1.18 0.42 1.33 0.135
N 1.07876 -1.76749 -1.36775 -1.97 3.16 2.75 -0.383
N -2.10518 -0.38162 1.49239 0.70 -0.11 -0.65 -0.351
S 0.67662 1.76099 -0.30286 -0.28 -0.38 0.89 -0.089
C 0.17309 0.10586 0.26318 -0.45 -1.30 0.05 0.259
C -1.14702 -0.23912 0.86484 -0.60 1.22 0.06 0.148
H -0.06420 1.63711 -1.37316 -0.44 0.24 -0.90 0.169
```
Forces are in eV/Å.



- The highest E belongs to which entry?
  C3H2N2O



- The lowest E belongs to which entry?
  C3H2N2OS2



- What is the E in the fifth record?
  -12264.0635 eV